Here is a structure of composition C15H16N2O11P2W from the Open Molecules 2025 dataset. Energies are from ωB97M-V/def2-TZVPD.

```
! wB97M-V def2-TZVPD RIJCOSX def2/J DEFGRID3
* xyz 0 1
W -0.37303 0.27038 -1.14697
C 1.34972 0.06480 -2.82943
C 0.50625 1.16458 -3.07215
C -0.81692 0.66056 -3.26556
C -0.77469 -0.76604 -3.10246
C 0.57481 -1.11026 -2.83706
H 2.39787 0.12932 -2.58990
H 0.79177 2.20212 -3.05935
H -1.69747 1.24947 -3.45169
H -1.60543 -1.44661 -3.17532
H 0.92740 -2.09940 -2.59667
O -3.39352 -2.13735 -1.58557
P -3.47751 -0.86519 -0.62311
O -4.84644 -0.44515 -0.31543
O -2.54737 0.20359 -1.20378
O -2.68415 -1.43255 0.67900
P -1.85825 -0.49823 1.69188
O -1.01025 -1.56189 2.49347
O -2.71850 0.31327 2.57030
O -0.91973 0.35990 0.81489
H -4.25300 -2.57013 -1.64763
H -0.52546 -2.13800 1.88317
N -3.08513 2.29662 0.67496
C -1.90205 3.17172 0.93167
C -1.08514 3.36785 -0.35069
O -0.71810 4.48385 -0.64765
O -0.88612 2.29820 -1.04404
H -3.24307 1.65767 1.48414
H -2.88998 1.68014 -0.13965
H -3.92750 2.82850 0.47684
H -1.29227 2.66936 1.67902
H -2.23355 4.13378 1.30793
O 0.36369 -1.68804 -0.14486
C 1.38609 -1.07851 0.27058
N 1.53792 0.18713 -0.11094
C 2.73829 0.69838 0.40458
O 3.17969 1.79959 0.23701
C 3.33036 -0.41399 1.24098
C 4.48452 -0.45137 1.98745
C 4.78571 -1.64849 2.63828
C 3.95479 -2.75805 2.53192
C 2.78730 -2.71219 1.77104
C 2.49918 -1.52247 1.13878
H 5.12821 0.41500 2.05973
H 5.68393 -1.71784 3.23753
H 4.21890 -3.67024 3.04988
H 2.13824 -3.57382 1.68488
*
```

Its LUMO energy is -0.8 eV. The value obtained for the gap between HOMO and LUMO is 7.008 eV. The value obtained for the energy relative to the best compared isomer or geometry (same formula, charge and spin) is 0.00 kcal/mol.

The net atomic charges from Mulliken, expressed in e, are: number 1, W, carries 2.32; number 2, C, carries -0.35; number 3, C, carries -0.58; number 4, C, carries -0.47; number 5, C, carries -0.41; number 6, C, carries -0.55; number 7, H, carries 0.45; number 8, H, carries 0.44; number 9, H, carries 0.45; number 10, H, carries 0.61; number 11, H, carries 0.46; number 12, O, carries -0.54; number 13, P, carries 0.82; number 14, O, carries -0.74; number 15, O, carries -0.77; number 16, O, carries -0.28; number 17, P, carries 0.66; number 18, O, carries -0.57; number 19, O, carries -0.85; number 20, O, carries -0.24; number 21, H, carries 0.34; number 22, H, carries 0.33; number 23, N, carries 0.03; number 24, C, carries -0.32; number 25, C, carries 0.37; number 26, O, carries -0.68; number 27, O, carries -0.72; number 28, H, carries 0.36; number 29, H, carries 0.00; number 30, H, carries 0.46; number 31, H, carries 0.13; number 32, H, carries 0.43; number 33, O, carries -0.89; number 34, C, carries 1.23; number 35, N, carries 0.10; number 36, C, carries -0.44; number 37, O, carries -0.63; number 38, C, carries 0.03; number 39, C, carries -0.61; number 40, C, carries -0.44; number 41, C, carries -0.69; number 42, C, carries -0.37; number 43, C, carries 0.29; number 44, H, carries 0.50; number 45, H, carries 0.41; number 46, H, carries 0.42; number 47, H, carries 0.52